Entry 1:
A molecular structure, CFN4S at a distorted geometry. Source: OMol25; level of theory: wB97M-V/def2-TZVPD.

Its total charge is -1. The value obtained for the total energy is -755.13946 Ha. Its multiplicity is 1. The energy above the lowest of the compared OMol25 structures with the same formula, charge and spin comes out at 142.97 kJ/mol.

The geometry in XYZ format:
```
7
Properties=species:S:1:pos:R:3:forces:R:3
C -0.87792 1.34675 0.34080 0.9 -0.8 -0.1
N -0.90403 2.49453 0.39665 0.1 0.7 -0.1
N 0.86790 -1.60833 -0.14901 -2.2 -0.2 1.1
N 2.77308 -0.68676 -1.06759 0.7 0.5 -0.4
N 1.81243 -1.10883 -0.61362 1.9 0.5 -0.8
F -2.73599 -0.07896 0.76884 0.8 -0.1 -0.2
S -0.93546 -0.35840 0.32394 -2.1 -0.5 0.5
```
Forces are in eV/Å.


Entry 2:
2 unconnected molecules or ions with the total composition CFNO5S at a distorted geometry. Source: OMol25; level of theory: wB97M-V/def2-TZVPD.

Its total charge is -2. The value obtained for the total energy is -967.04956 Ha. Its multiplicity is 1. The energy above the lowest of the compared OMol25 structures with the same formula, charge and spin comes out at 55.55 kJ/mol.

The geometry in XYZ format:
```
9
Properties=species:S:1:pos:R:3:forces:R:3
C 1.67786 0.37960 0.00687 0.4 -1.0 1.1
N -0.04845 -0.75333 -0.82378 0.4 1.1 0.4
O 1.60799 0.11823 1.15464 0.4 0.0 0.3
O -2.39751 0.15707 -0.62922 0.6 -0.1 1.0
O 2.29106 0.77405 -0.91856 -0.1 0.4 -1.1
O -1.17483 -0.27499 1.48507 -0.3 -0.4 -0.1
O -0.45247 1.52399 0.01793 -0.4 -0.8 -0.4
F -0.41532 -2.09325 -0.39031 0.3 -0.9 0.0
S -1.08833 0.16861 0.09736 -1.2 1.8 -1.2
```
Forces are in eV/Å.


Entry 3:
2 unconnected molecules or ions with the total composition CFNS at a distorted geometry. Source: OMol25; level of theory: wB97M-V/def2-TZVPD.

The value obtained for the total energy is -590.73750 Ha. Its multiplicity is 1. The energy above the lowest of the compared OMol25 structures with the same formula, charge and spin comes out at 280.00 kJ/mol.

The geometry in XYZ format:
```
4
Properties=species:S:1:pos:R:3:forces:R:3
C 0.19628 0.10364 0.52253 2.9 0.2 -0.7
N 1.32705 0.12778 0.24302 0.3 -0.2 0.3
F -1.48411 -0.51387 -1.73625 0.1 1.0 3.1
S -1.35458 0.21559 0.63749 -3.3 -0.9 -2.7
```
Forces are in eV/Å.


Entry 4:
A molecular structure, CH10Ba3O8 at a distorted geometry. Source: OMol25; level of theory: wB97M-V/def2-TZVPD.

Its total charge is +5. The value obtained for the total energy is -720.42338 Ha. Its multiplicity is 2. The expectation value of S² is 0.756. The energy above the lowest of the compared OMol25 structures with the same formula, charge and spin comes out at 11.21 kJ/mol.

The geometry in XYZ format:
```
22
Properties=species:S:1:pos:R:3:forces:R:3
Ba -3.60946 0.36138 -2.01446 -0.7 0.0 0.5
Ba 0.35994 3.00731 -0.98296 0.9 0.6 0.6
Ba -0.57552 -3.67718 -1.34692 0.5 -0.7 0.1
C -0.84330 -0.04232 -0.38572 0.5 1.1 -1.0
O -1.33008 -1.02115 -0.97786 -1.6 -3.2 -1.5
O -1.56384 0.89689 -0.00640 -3.0 2.2 0.3
O 0.38882 0.17275 -0.36909 3.3 -0.5 1.0
O 1.83524 -0.77945 1.82095 0.3 -1.6 1.4
H 1.21532 -0.56273 1.12455 -1.5 0.6 -1.8
H 2.38529 -0.00043 1.90357 1.4 1.3 0.7
O -2.75889 -0.85002 2.18773 0.0 -0.5 -0.5
H -2.48741 -0.29053 1.46006 0.0 0.5 -0.1
H -2.06257 -0.75352 2.83738 0.1 0.0 0.9
O 1.74561 0.97958 -2.59602 -0.7 0.9 0.4
H 2.44433 0.34559 -2.75753 0.7 0.1 -0.5
H 1.03845 0.46385 -2.20851 0.0 -0.6 0.0
O -0.32813 2.66181 1.68630 0.6 0.0 -1.0
H -0.76344 1.87396 1.36066 -0.5 -0.5 0.1
H -0.79588 2.87848 2.49282 0.0 0.6 0.7
O 1.65928 -2.19059 -1.12329 -0.5 -0.5 0.0
H 2.61220 -2.18415 -1.21344 0.8 -0.6 -0.2
H 1.43403 -1.28952 -0.89183 -0.4 0.8 0.0
```
Forces are in eV/Å.


Entry 5:
A molecular structure, CH10Fe2O8 at a distorted geometry. Source: OMol25; level of theory: wB97M-V/def2-TZVPD.

Its total charge is +2. The value obtained for the total energy is -3172.74725 Ha. Its multiplicity is 9. The expectation value of S² is 20.011.

The geometry in XYZ format:
```
21
Properties=species:S:1:pos:R:3:forces:R:3
Fe 1.42384 -2.79907 -0.91682 -1.2 2.0 0.1
Fe 2.28983 1.31634 0.13204 -1.9 -1.3 1.5
C 0.61150 -0.62853 0.21661 -2.2 3.0 -3.4
O 0.20885 0.58727 0.36420 0.4 -0.6 0.7
O 1.85217 -0.71959 0.05814 5.0 -1.5 0.3
O -0.06053 -1.58112 -0.31777 -0.4 -1.4 1.3
O 1.51685 -1.94609 -2.82025 0.7 -0.7 -0.4
H 1.98270 -2.41593 -3.53636 -0.2 0.2 0.0
H 1.07726 -1.19445 -3.25447 -0.3 -0.1 0.4
O 2.55716 1.22385 2.20499 0.6 0.7 -0.2
H 2.89713 0.47677 2.72678 -0.1 0.0 -0.3
H 2.78726 2.01889 2.72104 -0.2 -0.2 0.0
O -2.25891 0.37646 -1.77245 -0.1 -0.2 0.0
H -1.62653 -0.08927 -1.21808 -0.1 -0.1 0.1
H -3.11821 0.01429 -1.51439 0.1 0.0 -0.2
O -2.31096 2.44202 0.40398 0.2 0.3 0.3
H -1.56370 1.86045 0.56874 -0.2 -0.1 -0.1
H -2.89868 1.93620 -0.16369 0.1 0.0 -0.1
O -2.09416 -0.51347 2.13740 0.3 -0.2 0.0
H -1.68107 0.18185 2.66308 -0.2 0.0 -0.1
H -1.59180 -0.54687 1.31727 -0.3 0.1 0.1
```
Forces are in eV/Å.


Entry 6:
3 unconnected molecules or ions with the total composition CH10N3O2 at a distorted geometry. Source: OMol25; level of theory: wB97M-V/def2-TZVPD.

Its total charge is +1. The value obtained for the total energy is -358.67300 Ha. Its multiplicity is 1. The energy above the lowest of the compared OMol25 structures with the same formula, charge and spin comes out at 22.07 kJ/mol.

The geometry in XYZ format:
```
16
Properties=species:S:1:pos:R:3:forces:R:3
N 0.45353 0.22963 1.31216 -0.9 0.1 -0.8
C -0.85804 0.06735 1.51790 -0.2 0.0 -0.5
N -1.70488 0.20112 0.47611 0.1 0.0 0.1
N -1.32870 -0.24665 2.75111 -1.7 1.1 -3.8
H 0.81961 0.50574 0.36183 -0.6 -0.3 1.0
H 1.02574 0.28885 2.11454 0.7 0.0 0.6
H -2.72304 0.12757 0.58934 1.0 0.0 -0.1
H -1.31118 0.40434 -0.46114 -0.3 -0.2 1.0
H -0.68487 -0.45010 3.42288 1.5 -0.7 2.4
H -2.32454 -0.41083 2.81722 0.4 -0.1 0.6
H 1.07008 0.16839 -1.92717 -0.2 0.2 0.1
H 0.59222 1.63478 -1.72872 0.0 -0.4 0.3
O 0.56741 0.75633 -1.30880 0.2 0.3 -0.7
H 2.28997 -0.67049 -3.95973 -0.2 0.2 0.3
H 2.20045 -1.76741 -2.89753 -0.4 1.1 -0.1
O 1.91624 -0.83862 -3.08001 0.6 -1.3 -0.2
```
Forces are in eV/Å.


Entry 7:
2 unconnected molecules or ions with the total composition CH10N4O at a distorted geometry. Source: OMol25; level of theory: wB97M-V/def2-TZVPD.

Its SMILES is CNO.NNN. The value obtained for the total energy is -338.21304 Ha. Its multiplicity is 1. The energy above the lowest of the compared OMol25 structures with the same formula, charge and spin comes out at 143.07 kJ/mol.

The geometry in XYZ format:
```
16
Properties=species:S:1:pos:R:3:forces:R:3
C -1.17947 -1.22711 1.47610 0.6 0.3 -0.3
N -1.59087 -0.07721 0.69250 0.0 0.7 -2.4
O -1.06887 1.13799 1.29704 0.3 -0.5 -0.1
H -1.63475 -2.10784 1.02463 0.0 0.0 0.0
H -1.55262 -1.13610 2.50156 0.0 0.0 -0.2
H -0.08734 -1.33629 1.47662 -0.1 -0.2 0.2
H -1.13086 -0.04465 -0.33881 -1.3 -0.4 3.2
H -1.73257 1.40851 1.94633 0.0 -0.2 -0.3
N 1.25517 1.35153 -1.80632 0.2 0.3 0.2
N 0.65494 0.27535 -1.06680 0.0 0.6 0.5
N 1.50507 -0.84291 -0.93952 0.2 -0.1 0.2
H 1.41364 2.13615 -1.16869 0.0 -0.2 -0.4
H 0.60437 1.64557 -2.52694 0.0 0.0 0.2
H 0.49095 0.63312 -0.11044 0.3 -0.4 -0.7
H 2.42624 -0.56084 -0.59659 -0.1 0.0 -0.2
H 1.62696 -1.25527 -1.86067 -0.1 0.1 0.2
```
Forces are in eV/Å.


Entry 8:
2 unconnected molecules or ions with the total composition CH10N6 at a distorted geometry. Source: OMol25; level of theory: wB97M-V/def2-TZVPD.

Its SMILES is [H]/N=N/N.NC(N)N. The value obtained for the total energy is -372.56396 Ha. Its multiplicity is 1. The energy above the lowest of the compared OMol25 structures with the same formula, charge and spin comes out at 7.35 kJ/mol.

The geometry in XYZ format:
```
17
Properties=species:S:1:pos:R:3:forces:R:3
H 2.77146 0.56954 0.85854 -0.4 -0.3 0.0
N 2.30161 0.74449 -0.03331 -0.1 -1.2 -1.2
N 2.03769 -0.38060 -0.56802 1.4 1.3 0.5
N 1.59779 -0.30188 -1.81868 0.1 0.4 0.6
H 1.31513 0.60980 -2.16354 0.0 -0.2 -0.1
H 1.29614 -1.17283 -2.21353 -0.2 0.1 0.0
N -1.53223 -0.35447 -0.73488 -0.2 -0.6 -0.2
C -0.76642 -0.16878 0.49082 1.4 -0.5 -0.5
N -1.41097 -0.75801 1.63327 -0.3 -0.2 0.3
N -0.49472 1.23709 0.71101 0.3 0.6 0.4
H -1.11848 0.22073 -1.46230 -0.1 0.0 0.1
H -2.47685 -0.00511 -0.59727 0.1 0.1 0.0
H 0.23317 -0.69322 0.32006 -1.6 0.4 0.5
H -2.41945 -0.78667 1.51603 0.2 -0.1 0.0
H -1.08441 -1.69673 1.82411 -0.1 0.1 -0.2
H 0.50668 1.43692 0.57792 -0.7 0.0 0.1
H -0.75614 1.49974 1.65978 0.2 -0.1 -0.3
```
Forces are in eV/Å.


Entry 9:
3 unconnected molecules or ions with the total composition CH10N8 at a distorted geometry. Source: OMol25; level of theory: wB97M-V/def2-TZVPD.

Its total charge is +2. The value obtained for the total energy is -481.39773 Ha. Its multiplicity is 1. The energy above the lowest of the compared OMol25 structures with the same formula, charge and spin comes out at 150.27 kJ/mol.

The geometry in XYZ format:
```
19
Properties=species:S:1:pos:R:3:forces:R:3
C -1.18829 2.93612 8.61872 0.7 0.7 -0.9
N -1.05702 2.11851 7.83281 0.5 -0.2 -0.5
N 1.84620 -1.78382 -9.90357 0.2 1.5 0.2
N 2.13185 -3.04095 -10.03512 0.8 3.9 -1.3
N 3.42707 -0.96763 -11.39624 2.0 -2.1 -1.6
N -2.40613 0.53692 9.10617 -0.3 0.3 -0.1
N -3.35793 1.39228 10.92126 -0.6 -0.4 1.4
N 2.44261 -0.83647 -10.52856 -1.8 -2.8 1.4
N -2.65245 1.47371 9.87701 1.3 2.3 0.7
H -1.19153 3.81671 9.19479 -0.1 0.5 0.6
H 1.48234 -3.57533 -9.58857 -1.7 -2.3 1.4
H 2.90577 -3.33818 -10.54936 1.3 -1.1 -0.9
H 3.34081 -1.78539 -12.01728 -0.1 0.6 0.4
H 3.72441 -0.17483 -11.92772 -0.2 0.8 0.1
H -2.95904 -0.25645 9.31360 -0.1 -1.9 -0.5
H -1.69560 0.84413 8.25275 -1.3 -0.4 1.1
H -3.36623 2.09324 11.69342 0.4 -0.1 -1.6
H -3.70552 0.50892 11.24179 -0.4 -0.8 0.0
H 2.27870 0.03850 -10.10590 -0.5 1.4 0.2
```
Forces are in eV/Å.


Entry 10:
3 unconnected molecules or ions with the total composition CH10NO2 at a distorted geometry. Source: OMol25; level of theory: wB97M-V/def2-TZVPD.

Its total charge is +1. The value obtained for the total energy is -249.08938 Ha. Its multiplicity is 1. The energy above the lowest of the compared OMol25 structures with the same formula, charge and spin comes out at 55.23 kJ/mol.

The geometry in XYZ format:
```
14
Properties=species:S:1:pos:R:3:forces:R:3
C 1.69818 0.10749 1.44148 -0.7 -0.1 0.1
N 0.67670 0.60532 0.43804 1.0 -0.9 -0.3
H 1.56290 0.61092 2.39370 0.1 0.3 -0.1
H 2.67130 0.29931 1.01151 0.2 -0.3 0.3
H 1.48833 -0.93846 1.63792 0.3 -0.1 -0.3
H 0.11461 -0.19721 0.03796 -0.1 0.5 0.5
H 0.05784 1.26786 0.86483 -0.6 0.4 0.0
H 1.18997 1.04207 -0.32254 -0.3 0.2 -0.1
H -1.36312 -1.69025 1.17871 0.0 -0.1 -0.1
H -1.65734 -1.65920 -0.33239 0.0 0.0 0.0
O -0.96422 -1.50287 0.32006 -0.1 -0.1 0.1
H -0.80919 1.68107 -1.95305 -0.2 0.0 -0.3
H -1.65388 0.69274 -2.76598 0.0 0.0 0.0
O -1.13650 0.77504 -1.95811 0.3 0.0 0.3
```
Forces are in eV/Å.


Repeat the second record exactly.
2 unconnected molecules or ions with the total composition CFNO5S at a distorted geometry. Source: OMol25; level of theory: wB97M-V/def2-TZVPD.

Its total charge is -2. The value obtained for the total energy is -967.04956 Ha. Its multiplicity is 1. The energy above the lowest of the compared OMol25 structures with the same formula, charge and spin comes out at 55.55 kJ/mol.

The geometry in XYZ format:
```
9
Properties=species:S:1:pos:R:3:forces:R:3
C 1.67786 0.37960 0.00687 0.4 -1.0 1.1
N -0.04845 -0.75333 -0.82378 0.4 1.1 0.4
O 1.60799 0.11823 1.15464 0.4 0.0 0.3
O -2.39751 0.15707 -0.62922 0.6 -0.1 1.0
O 2.29106 0.77405 -0.91856 -0.1 0.4 -1.1
O -1.17483 -0.27499 1.48507 -0.3 -0.4 -0.1
O -0.45247 1.52399 0.01793 -0.4 -0.8 -0.4
F -0.41532 -2.09325 -0.39031 0.3 -0.9 0.0
S -1.08833 0.16861 0.09736 -1.2 1.8 -1.2
```
Forces are in eV/Å.


What is the formula in the fifth record?
CH10Fe2O8


What is the total energy in the tenth record?
-249.08938 Ha


Which of these has the highest multiplicity?
CH10Fe2O8